w.
# C48H126N6O18

A 12-piece molecular cluster, C48H126N6O18 overall (wB97M-V/def2-TZVPD, the Open Molecules 2025 dataset).

As for the spin multiplicity: 1. As for the SMILES: COCCNCCOC.COCCNCCOC.COCCNCCOC.COCCNCCOC.COCCNCCOC.COCCNCCOC.CCO.CCO.CCO.CCO.CCO.CCO. The value obtained for the HOMO energy is -8.6620 eV. The value obtained for the orbital gap is 9.15 eV.

Last column: Mulliken charge in e.
Element x y z (Å)
C (-20.3367, -12.0820, 11.4024)  -0.9344
O (-19.8679, -11.7549, 10.1184)  -0.4405
C (-20.8239, -11.9426, 9.1066)  0.2715
C (-20.2936, -11.3716, 7.8078)  0.5358
N (-19.1808, -12.1521, 7.2560)  -0.3817
C (-18.4675, -11.3661, 6.2227)  -0.1640
C (-17.5651, -12.2830, 5.3872)  -0.7714
O (-16.6035, -12.8900, 6.2108)  -0.2949
C (-15.6772, -13.6171, 5.4537)  -0.7573
H (-20.8458, -13.0500, 11.4488)  0.6049
H (-20.9600, -11.3132, 11.8716)  0.1439
H (-19.4337, -12.1539, 12.0140)  0.4541
H (-21.7679, -11.4140, 9.3066)  -0.1697
H (-21.0811, -13.0036, 8.9880)  0.4280
H (-20.0132, -10.3174, 7.9424)  0.3877
H (-21.0950, -11.3713, 7.0604)  -1.4603
H (-18.4664, -12.2146, 7.9797)  0.4234
H (-17.9250, -10.5239, 6.6669)  0.5211
H (-19.2024, -10.9292, 5.5390)  0.0146
H (-17.0733, -11.5262, 4.7529)  0.3463
H (-18.1350, -12.9911, 4.7837)  0.2693
H (-16.1478, -14.3695, 4.8089)  0.2754
H (-15.0105, -14.1855, 6.1025)  0.2682
H (-15.0525, -12.9773, 4.8208)  0.3106
C (-32.7681, -11.3929, 14.8602)  -0.6694
O (-31.8144, -11.8853, 15.7773)  -0.3674
C (-30.4652, -11.7759, 15.3903)  -0.4301
C (-29.8739, -10.3695, 15.5871)  -0.4770
N (-28.5731, -10.2945, 14.9418)  -0.2971
C (-27.9940, -8.9430, 15.0454)  -1.1044
C (-26.7929, -8.7408, 14.1525)  0.0735
O (-27.1921, -8.5422, 12.8099)  -0.3528
C (-26.1139, -8.0737, 11.9956)  0.0216
H (-32.5104, -11.5960, 13.8153)  0.3037
H (-32.8446, -10.3058, 14.9820)  0.2557
H (-33.7288, -11.8486, 15.0897)  0.2567
H (-30.2741, -12.1082, 14.3618)  0.3357
H (-29.9832, -12.5066, 16.0437)  0.2778
H (-29.8705, -10.1496, 16.6549)  0.3113
H (-30.5703, -9.6612, 15.1134)  0.2786
H (-28.7545, -10.3158, 13.9356)  0.2421
H (-27.6382, -8.8557, 16.0781)  0.3992
H (-28.6698, -8.0961, 14.8548)  0.4162
H (-26.1055, -9.5891, 14.2579)  0.1491
H (-26.2738, -7.8436, 14.5146)  0.2099
H (-26.0006, -6.9937, 12.1326)  0.1303
H (-26.4837, -8.2400, 10.9845)  0.3064
H (-25.1522, -8.5624, 12.1451)  -0.2084
C (-21.6425, -9.7374, 4.5791)  0.5212
O (-22.3925, -10.3641, 3.5821)  -0.1564
C (-21.7319, -11.4714, 3.0002)  -1.3298
C (-21.4568, -12.5723, 4.0131)  2.2233
N (-20.6990, -13.6940, 3.4179)  -0.4060
C (-21.4996, -14.4399, 2.4625)  -0.0936
C (-20.8165, -15.7764, 2.2041)  -0.9428
O (-20.7814, -16.5173, 3.3965)  -0.2322
C (-20.0278, -17.7138, 3.2368)  -0.8076
H (-22.2254, -8.9058, 4.9840)  -0.4136
H (-20.7340, -9.2204, 4.2456)  0.3501
H (-21.3868, -10.3411, 5.4528)  -0.0785
H (-20.8170, -11.0472, 2.5643)  0.2545
H (-22.3032, -11.8632, 2.1589)  0.4307
H (-22.4257, -12.9329, 4.3891)  -0.3082
H (-20.8923, -12.1866, 4.8607)  -1.2833
H (-20.4783, -14.2762, 4.2195)  0.3274
H (-21.4855, -13.9260, 1.4997)  0.3711
H (-22.5174, -14.6246, 2.8343)  0.0264
H (-19.8325, -15.5685, 1.7684)  0.4217
H (-21.3744, -16.3131, 1.4248)  0.4819
H (-20.0425, -18.2456, 4.1821)  0.2229
H (-19.0074, -17.5177, 2.9034)  0.3200
H (-20.5331, -18.3061, 2.4675)  0.3236
C (-23.0806, -5.8899, 11.0643)  0.2101
O (-23.7070, -4.8719, 11.7942)  -0.3647
C (-23.1473, -4.7321, 13.0793)  -0.1905
C (-24.1083, -3.9616, 13.9547)  -0.8034
N (-25.2520, -4.8192, 14.2624)  -0.1475
C (-26.3846, -4.1310, 14.8830)  -0.9466
C (-27.6725, -4.8364, 14.5006)  -0.0769
O (-27.8884, -4.6583, 13.1207)  -0.3423
C (-28.9764, -5.4157, 12.6520)  -0.5988
H (-22.0521, -5.6607, 10.7535)  0.3781
H (-23.5396, -6.1188, 10.1008)  -0.4674
H (-23.1078, -6.8146, 11.6494)  -0.0221
H (-22.1194, -4.3482, 13.0241)  0.5017
H (-22.9712, -5.7221, 13.5286)  -0.0843
H (-24.4057, -3.0573, 13.4040)  0.3952
H (-23.5924, -3.6287, 14.8589)  0.4805
H (-25.6325, -4.9260, 13.3144)  0.0467
H (-26.4509, -3.0852, 14.5388)  0.3600
H (-26.2842, -4.0430, 15.9680)  0.4538
H (-28.5409, -4.4483, 15.0433)  0.5965
H (-27.5169, -5.8921, 14.7598)  -0.1587
H (-28.8704, -6.4795, 12.8914)  0.1069
H (-29.0547, -5.3452, 11.5699)  0.2413
H (-29.9170, -5.0799, 13.1036)  0.3320
C (-27.2693, -8.1190, 4.7359)  -0.8740
O (-27.1174, -9.4474, 4.2937)  -0.3582
C (-25.7778, -9.8647, 4.2655)  0.0171
C (-25.6852, -11.1800, 3.5150)  -0.8054
N (-26.3771, -12.2693, 4.1720)  0.6664
C (-26.6013, -13.4238, 3.3204)  -0.3850
C (-27.5174, -14.3843, 4.0496)  -0.5880
O (-28.7580, -13.8455, 4.4272)  -0.2778
C (-29.6160, -13.4495, 3.3772)  -0.6835
H (-26.5928, -7.4303, 4.2167)  0.3509
H (-27.1123, -8.0884, 5.8165)  0.2297
H (-28.2569, -7.7297, 4.4925)  0.3139
H (-25.3381, -9.9468, 5.2711)  -0.2366
H (-25.1493, -9.1533, 3.7149)  0.6885
H (-24.6423, -11.3909, 3.2787)  0.0050
H (-26.2012, -10.9182, 2.5752)  0.4860
H (-27.2693, -11.9745, 4.5587)  -0.4443
H (-25.6338, -13.9136, 3.1592)  -0.0782
H (-26.9735, -13.1704, 2.3176)  0.4480
H (-27.0241, -14.7698, 4.9458)  0.0425
H (-27.7135, -15.3228, 3.5077)  0.4800
H (-29.2428, -12.5785, 2.8356)  0.2459
H (-30.5942, -13.2844, 3.8184)  0.1855
H (-29.7292, -14.2627, 2.6503)  0.3819
C (-26.8830, -11.1680, 9.1580)  -0.1107
O (-28.1667, -11.2658, 8.5788)  -0.4621
C (-28.1725, -10.9686, 7.2061)  0.6236
C (-29.5065, -11.3050, 6.5756)  -0.9389
N (-30.6487, -10.6708, 7.2396)  -0.2797
C (-31.8574, -10.8275, 6.4602)  -0.4151
C (-33.0464, -10.3477, 7.2665)  -0.7227
O (-33.1280, -11.1682, 8.4142)  -0.3108
C (-33.9248, -10.7077, 9.4597)  -0.7742
H (-26.9658, -11.4521, 10.2099)  0.3174
H (-26.5446, -10.1301, 9.1592)  0.0649
H (-26.2043, -11.9101, 8.7326)  0.0599
H (-27.3909, -11.5346, 6.6822)  -0.1802
H (-27.9124, -9.9185, 7.0157)  -0.1236
H (-29.6344, -12.3957, 6.5880)  0.3565
H (-29.4920, -10.9916, 5.5284)  0.4202
H (-30.7915, -11.1738, 8.1102)  0.2799
H (-32.0476, -11.8909, 6.2330)  0.2215
H (-31.7653, -10.2271, 5.5522)  0.3989
H (-33.9770, -10.3420, 6.6902)  0.4275
H (-32.8443, -9.3287, 7.6238)  0.3809
H (-34.2554, -11.4996, 10.1272)  0.2557
H (-34.8538, -10.2269, 9.1190)  0.3059
H (-33.4082, -9.9180, 10.0193)  0.3049
C (-23.4331, -14.3140, 7.6397)  -1.1399
C (-24.3649, -14.1118, 6.4641)  0.0178
O (-24.7119, -12.7360, 6.3385)  -0.1009
H (-23.9580, -13.9170, 8.5116)  0.1881
H (-22.4736, -13.8219, 7.4786)  -0.0541
H (-23.2287, -15.3754, 7.7809)  0.5039
H (-25.2765, -14.7005, 6.6187)  0.2001
H (-23.8444, -14.4214, 5.5465)  0.1517
H (-25.3318, -12.6667, 5.5667)  -0.0867
C (-24.1742, -4.9299, 7.2569)  -1.2447
C (-24.1135, -5.6371, 5.9266)  0.9480
O (-23.6129, -4.6800, 4.9744)  -0.5718
H (-23.2118, -4.7796, 7.7524)  0.2765
H (-24.7297, -5.5440, 7.9767)  0.1957
H (-24.6653, -3.9592, 7.2260)  0.4511
H (-25.1185, -5.8986, 5.5855)  0.1354
H (-23.4687, -6.5179, 5.9697)  -0.4206
H (-24.1122, -4.7275, 4.1577)  0.3110
C (-20.4154, -6.1978, 5.7893)  -0.9206
C (-19.9787, -7.0374, 6.9684)  0.0338
O (-19.6386, -8.3573, 6.5900)  -0.3206
H (-20.6520, -5.1853, 6.1198)  0.3608
H (-21.3485, -6.6047, 5.3920)  0.0369
H (-19.6981, -6.2161, 4.9674)  0.3807
H (-20.7968, -7.0699, 7.6927)  -0.1565
H (-19.1722, -6.5420, 7.5234)  0.3552
H (-18.8715, -8.3358, 6.0096)  0.2771
C (-23.0230, -9.1577, 14.0295)  0.0645
C (-21.6454, -9.3728, 13.4505)  -0.4736
O (-21.7030, -9.1546, 12.0489)  -0.5297
H (-23.7495, -9.6529, 13.3894)  -0.4496
H (-23.2727, -8.0976, 14.1178)  -0.1677
H (-23.1128, -9.5818, 15.0349)  0.5750
H (-21.3648, -10.4104, 13.6796)  0.2047
H (-20.8441, -8.7135, 13.7820)  0.4406
H (-22.1849, -9.8694, 11.5894)  0.0106
C (-23.5973, -8.6935, 8.6620)  -0.5279
C (-23.1383, -9.8656, 7.7915)  2.3996
O (-23.5543, -11.1164, 8.3010)  1.0893
H (-24.6743, -8.5839, 8.4998)  0.2121
H (-23.1421, -7.7324, 8.4214)  0.1048
H (-23.4451, -8.8574, 9.7294)  -0.4532
H (-22.0446, -9.8303, 7.7231)  -1.2960
H (-23.4881, -9.7542, 6.7628)  -0.9305
H (-23.9332, -11.6868, 7.6151)  -0.7390
C (-23.4358, -12.6643, 12.9074)  -1.2145
C (-23.2840, -12.5695, 11.4070)  -0.2239
O (-23.2663, -11.1909, 10.9971)  1.2881
H (-24.2016, -11.9882, 13.2802)  0.0531
H (-22.4905, -12.5443, 13.4327)  0.2057
H (-23.8168, -13.6754, 13.0825)  0.5009
H (-24.1552, -13.0314, 10.9288)  0.2542
H (-22.3910, -13.0615, 11.0102)  0.0716
H (-23.3628, -11.1732, 10.0220)  -0.2506

x.
# C48H126N6O18

A 12-piece molecular cluster, C48H126N6O18 overall (wB97M-V/def2-TZVPD, the Open Molecules 2025 dataset).

As for the spin multiplicity: 1. As for the SMILES: COCCNCCOC.COCCNCCOC.COCCNCCOC.COCCNCCOC.COCCNCCOC.COCCNCCOC.CCO.CCO.CCO.CCO.CCO.CCO. The value obtained for the HOMO energy is -8.3121 eV. The value obtained for the orbital gap is 8.78 eV.

Last column: Mulliken charge in e.
Element x y z (Å)
C (19.8011, -9.2789, 12.3093)  -0.0114
O (18.8862, -9.8960, 13.2321)  0.2473
C (17.5641, -9.3492, 13.3255)  -0.4036
C (17.4683, -7.8448, 13.7684)  -1.5034
N (18.0833, -7.7201, 15.0697)  1.0034
C (17.8245, -6.3264, 15.5245)  -1.1150
C (18.5192, -5.9953, 16.8032)  -0.6517
O (19.9209, -5.9067, 16.6601)  -0.2598
C (20.6497, -5.3460, 17.7338)  -0.9997
H (20.6846, -9.9106, 12.2168)  -0.3600
H (20.1419, -8.2950, 12.6314)  -0.2706
H (19.4827, -9.2051, 11.2694)  0.4102
H (17.0679, -10.0304, 14.0167)  0.2783
H (17.0559, -9.5485, 12.3820)  0.0299
H (16.4050, -7.6248, 13.8641)  0.5922
H (17.7731, -7.1328, 13.0014)  0.3675
H (19.0745, -7.9081, 15.1159)  -0.7922
H (16.7486, -6.2866, 15.6944)  0.4053
H (18.2138, -5.6812, 14.7369)  0.3686
H (18.1396, -6.6027, 17.6249)  0.3240
H (18.1225, -4.9933, 16.9671)  0.5647
H (21.5277, -4.8249, 17.3521)  0.1453
H (20.9828, -6.1548, 18.3842)  0.2637
H (20.0751, -4.7511, 18.4438)  0.5862
C (19.7238, -17.6074, 11.0863)  -0.5353
O (20.7375, -16.7135, 10.5251)  -0.3925
C (21.8099, -16.4913, 11.3972)  -0.7856
C (21.6017, -15.1832, 12.1700)  0.1689
N (20.8982, -15.3176, 13.4445)  -0.3121
C (20.6661, -13.9853, 14.1184)  1.4981
C (20.0393, -14.1813, 15.5208)  0.0883
O (18.7094, -14.6199, 15.4573)  -0.5262
C (17.7863, -13.7764, 14.8264)  -0.1239
H (19.1140, -16.8869, 11.6313)  0.1072
H (20.1785, -18.4211, 11.6514)  0.2935
H (18.9894, -18.0484, 10.4123)  0.2600
H (22.6661, -16.3727, 10.7332)  0.3888
H (22.0377, -17.3077, 12.0825)  0.3800
H (21.2162, -14.3271, 11.6163)  0.2464
H (22.6035, -14.8365, 12.4237)  -0.0856
H (20.0958, -15.9283, 13.5033)  0.3945
H (20.0864, -13.2516, 13.5583)  -0.6281
H (21.6858, -13.6257, 14.2563)  -0.7335
H (19.9529, -13.2337, 16.0524)  -0.3324
H (20.6189, -14.7894, 16.2154)  0.1721
H (17.9698, -13.8538, 13.7548)  0.1060
H (17.8934, -12.7398, 15.1459)  -0.1172
H (16.7967, -14.1724, 15.0544)  0.3248
C (28.0134, -5.1789, 17.4687)  -0.8197
O (26.7065, -5.5820, 17.7808)  -0.3832
C (25.8120, -5.9769, 16.7006)  -0.3177
C (24.2915, -6.2774, 17.1486)  0.9657
N (24.3011, -7.1606, 18.3308)  -0.3793
C (24.6262, -8.5548, 17.9667)  1.9143
C (25.3816, -9.2095, 19.2375)  -0.5411
O (26.6072, -8.5066, 19.5537)  -0.4760
C (27.6755, -8.9905, 18.7787)  -0.0656
H (28.6406, -6.0084, 17.1420)  0.2560
H (28.5153, -4.6402, 18.2725)  0.2752
H (28.0500, -4.4934, 16.6221)  0.3499
H (26.2863, -6.8110, 16.1835)  -0.0481
H (25.7086, -5.2537, 15.8917)  0.6204
H (23.6990, -6.7421, 16.3604)  -1.0142
H (23.7785, -5.3619, 17.4432)  0.1831
H (25.0340, -6.8308, 18.9425)  0.5821
H (25.2740, -8.5807, 17.0905)  -0.7941
H (23.7592, -9.1767, 17.7437)  -1.0295
H (25.5497, -10.2819, 19.1380)  0.0385
H (24.7631, -9.1729, 20.1343)  0.4165
H (27.4313, -9.0387, 17.7175)  -0.0955
H (28.0427, -9.9727, 19.0762)  -0.0622
H (28.5663, -8.3792, 18.9235)  0.4017
C (26.6987, -15.6204, 21.3251)  -0.8989
O (27.0680, -14.6903, 20.2813)  -0.3359
C (28.0410, -13.6966, 20.6857)  -0.8047
C (28.3983, -12.9449, 19.3711)  -0.7045
N (27.1567, -12.5602, 18.6686)  0.5573
C (27.4657, -12.5074, 17.2539)  -1.9279
C (26.2821, -12.2416, 16.2848)  0.9374
O (25.2149, -13.1404, 16.5511)  -0.6518
C (24.1707, -13.2681, 15.6652)  -0.5525
H (27.6044, -16.0847, 21.7151)  0.3582
H (26.0659, -16.4090, 20.9178)  0.2723
H (26.1169, -15.1290, 22.1049)  0.3246
H (28.9849, -14.1076, 21.0439)  0.5601
H (27.6593, -13.0570, 21.4815)  0.3021
H (29.0021, -13.6207, 18.7655)  0.3867
H (29.0614, -12.1112, 19.6020)  0.3792
H (26.5181, -13.3179, 18.8641)  0.0480
H (27.9642, -13.4268, 16.9470)  0.5264
H (28.2087, -11.7614, 16.9717)  0.4979
H (26.6067, -12.4131, 15.2585)  0.4064
H (25.9692, -11.1980, 16.3179)  -0.7822
H (23.7297, -12.2913, 15.4666)  -0.3032
H (23.4205, -13.9740, 16.0217)  0.4293
H (24.5895, -13.6807, 14.7474)  0.6383
C (16.2494, -9.4734, 17.1264)  -0.5403
O (15.7188, -10.1331, 18.2936)  -0.4896
C (16.0747, -11.4941, 18.4203)  0.2999
C (15.0978, -12.2954, 19.3503)  -1.1423
N (13.8293, -12.3818, 18.5883)  -0.2722
C (12.7790, -12.9303, 19.4079)  -0.7519
C (11.4456, -13.0563, 18.5893)  -0.6555
O (10.9380, -11.7665, 18.3158)  -0.3206
C (10.0359, -11.8023, 17.1545)  -0.7238
H (17.3354, -9.5326, 17.0556)  0.2153
H (15.8374, -8.4706, 17.2393)  0.1407
H (15.7588, -9.9371, 16.2705)  0.4496
H (17.1337, -11.5684, 18.6673)  -0.1108
H (16.0804, -11.9422, 17.4266)  0.3144
H (15.0922, -11.7024, 20.2649)  0.3850
H (15.5302, -13.2657, 19.5942)  0.4549
H (13.6667, -11.4507, 18.2325)  0.2813
H (12.6335, -12.2143, 20.2168)  0.3912
H (13.0525, -13.8114, 19.9884)  0.4425
H (10.6999, -13.6064, 19.1631)  0.4314
H (11.6390, -13.5798, 17.6530)  0.3643
H (9.2253, -12.4674, 17.4521)  0.3030
H (10.4761, -12.1948, 16.2378)  0.3057
H (9.6759, -10.8075, 16.8919)  0.2538
C (29.1464, -10.1778, 14.7219)  -1.1059
O (28.0567, -9.3185, 14.5247)  -0.2670
C (27.1543, -9.9021, 13.6204)  0.3541
C (26.1636, -8.9166, 12.9549)  -1.0825
N (25.3600, -8.2703, 13.9716)  -0.1556
C (24.2558, -9.0810, 14.5144)  3.3226
C (23.4467, -9.8358, 13.4479)  -0.6469
O (23.9899, -11.0916, 13.0924)  -0.0606
C (23.4008, -11.7175, 11.9388)  -0.6303
H (28.9891, -11.2471, 14.8637)  0.4207
H (29.8098, -9.8819, 15.5345)  0.2930
H (29.6826, -10.0836, 13.7776)  0.4526
H (26.5937, -10.6920, 14.1203)  -0.3789
H (27.7119, -10.4029, 12.8289)  0.6734
H (25.5163, -9.3997, 12.2230)  0.3139
H (26.7429, -8.1472, 12.4444)  0.4446
H (26.0743, -7.9740, 14.6213)  -0.0758
H (23.5438, -8.5107, 15.1110)  -1.1909
H (24.4847, -9.9041, 15.1913)  -1.0584
H (23.3105, -9.2175, 12.5606)  0.9945
H (22.4070, -9.9902, 13.7363)  -0.6794
H (23.8174, -11.3062, 11.0193)  0.3059
H (22.3320, -11.5115, 11.8803)  0.0411
H (23.4677, -12.8054, 11.9366)  0.1211
C (22.3992, -5.3120, 14.1730)  -1.3298
C (21.5396, -6.4548, 13.7233)  -0.5387
O (21.3734, -7.3783, 14.7932)  0.5810
H (23.4201, -5.5800, 14.4451)  0.0302
H (21.9400, -4.6655, 14.9208)  0.2826
H (22.4196, -4.7488, 13.2400)  0.5221
H (22.0283, -6.9275, 12.8714)  0.5758
H (20.5670, -6.0598, 13.4299)  0.4537
H (21.2165, -6.7878, 15.5337)  -0.4820
C (20.0497, -12.8511, 19.6897)  0.2819
C (18.8347, -13.3690, 20.4464)  -0.5772
O (18.4321, -12.4092, 21.3887)  -0.4467
H (20.5070, -13.6665, 19.1294)  0.2383
H (20.8652, -12.4541, 20.2944)  0.1885
H (19.8160, -12.1608, 18.8791)  -0.6167
H (19.0186, -14.3018, 20.9794)  0.5851
H (18.0768, -13.6864, 19.7302)  0.1218
H (18.4419, -12.8707, 22.2304)  0.2306
C (19.2577, -9.2331, 19.2680)  0.4884
C (18.3572, -8.7077, 20.4868)  -0.6911
O (18.4935, -9.5616, 21.5549)  -0.5815
H (20.2866, -9.3194, 19.6173)  0.4674
H (19.2278, -8.5014, 18.4606)  -0.5657
H (18.9374, -10.1935, 18.8642)  -0.3691
H (17.3030, -8.5986, 20.2323)  0.2624
H (18.7261, -7.6971, 20.6623)  0.4748
H (18.3216, -10.4349, 21.1951)  0.3212
C (21.6957, -10.5312, 16.8187)  -0.0330
C (20.3147, -10.5372, 16.1437)  2.1469
O (20.4335, -11.0908, 14.8723)  0.8665
H (22.4451, -9.9831, 16.2478)  -0.6088
H (22.1127, -11.5340, 16.9117)  -0.3065
H (21.5378, -10.0113, 17.7637)  0.6165
H (19.9815, -9.5007, 16.0915)  -1.8776
H (19.5440, -11.0532, 16.7163)  -0.0265
H (19.7771, -10.7094, 14.2846)  0.0137
C (24.4252, -12.9528, 20.8853)  -0.7697
C (23.8114, -13.9293, 19.8361)  -0.3740
O (23.5456, -13.1208, 18.7237)  -0.2222
H (23.6593, -12.1971, 21.0596)  0.3983
H (25.2747, -12.3845, 20.5066)  -0.1607
H (24.7488, -13.4248, 21.8131)  0.3420
H (22.9015, -14.3971, 20.2121)  0.4339
H (24.5543, -14.6880, 19.5901)  0.3219
H (24.1270, -13.3234, 17.9871)  0.1779
C (18.1242, -12.4609, 11.4741)  0.3843
C (16.6776, -12.3022, 11.0184)  -0.6153
O (15.7208, -13.1509, 11.6978)  -0.5583
H (18.7692, -11.9096, 10.7899)  0.4217
H (18.4200, -13.5094, 11.5099)  0.1182
H (18.3267, -12.2070, 12.5146)  -0.6185
H (16.4362, -12.6407, 10.0108)  0.3932
H (16.3854, -11.2599, 11.1460)  0.1817
H (15.5006, -12.6934, 12.5126)  0.3007

w is preferred energetically. Next in line: 3.371 eV higher.